No. 1
{
  "formula": "C22H74O15",
  "method": "ωB97M-V with the def2-TZVPD basis set",
  "symbols": ["C", "H", "O", "C", "C", "H", "H", "H", "O", "C", "H", "C", "H", "C", "H", "O", "C", "H", "H", "H", "H", "H", "H", "H", "C", "H", "H", "H", "H", "H", "H", "H", "H", "H", "H", "C", "H", "H", "H", "H", "H", "H", "H", "C", "H", "H", "O", "O", "C", "H", "O", "C", "H", "O", "H", "H", "H", "O", "H", "H", "H", "H", "C", "H", "H", "C", "H", "H", "C", "H", "H", "H", "H", "H", "O", "C", "C", "H", "H", "C", "C", "H", "H", "O", "H", "H", "H", "H", "H", "O", "H", "H", "H", "O", "C", "H", "H", "H", "C", "H", "O", "H", "O", "H", "H", "C", "H", "H", "O", "H", "H"],
  "positions_angstrom": [[-2.5557, -3.9965, 0.1367], [-4.6335, -0.5899, 2.3469], [-1.0906, -1.4553, -4.6785], [3.2265, 2.5838, 0.0153], [1.8143, -0.1240, 4.9675], [-1.9753, -1.5122, 3.8440], [-3.4888, 4.0361, -1.2157], [2.0069, -7.4176, 2.9900], [-3.8079, 1.5247, -1.0056], [1.8131, 1.8126, -4.7197], [-3.9979, 0.0888, 4.7793], [-0.7094, 4.5841, 2.9949], [2.4988, -2.2663, -0.3187], [2.2241, -2.5157, -2.4229], [2.3260, -5.4699, 0.5983], [2.5011, 1.8248, -3.5123], [-1.6779, -0.3883, -4.0339], [3.0769, 0.1073, 0.9603], [3.3119, 3.6702, -0.0092], [-3.6273, -4.1614, 0.2491], [2.7963, -1.6056, -2.6033], [-2.2825, -4.3694, -2.0802], [-4.7434, 4.0486, 0.0985], [-1.6249, 5.1758, 2.9905], [-3.7120, 3.8207, -0.1708], [1.1366, 3.3263, 4.4286], [0.5945, -6.4705, 2.3380], [-2.7834, -2.8335, -1.6152], [3.0532, -3.2175, -2.5132], [-0.9199, 0.2548, -3.5868], [3.0819, 0.4117, -5.7604], [-2.2390, 2.2248, -0.0923], [-0.7594, 4.2340, -2.9771], [1.5213, -4.3240, 2.5103], [-3.0473, 4.4998, 0.3631], [0.4908, 5.6125, -2.1007], [2.0057, 2.7276, -5.2799], [0.9687, 3.9293, -3.2781], [3.5997, -6.0135, 1.6182], [-2.3006, -3.1567, 0.7831], [-4.3889, -2.1799, 2.6329], [-3.3149, -1.3709, 1.4601], [-0.7161, -0.2324, -1.1594], [-2.8075, -0.8600, 3.5792], [1.3130, -3.5552, -0.7691], [1.5769, 0.5921, -6.4807], [-3.5962, -0.7825, 4.7460], [0.7825, 0.8189, -1.5270], [-3.7988, -1.2855, 2.4330], [0.8476, -3.5974, -3.1896], [1.6705, 6.3381, -2.3240], [2.4281, 1.9314, 1.1630], [2.8914, 2.2699, -0.9733], [0.2279, -0.9631, 1.7712], [-0.2897, 6.3480, -1.9058], [-1.4571, 2.6534, 3.6811], [1.1734, 1.0589, -2.3672], [0.4976, 2.8158, 3.9261], [-0.4535, -1.8650, -4.0887], [0.9043, -0.4145, 1.3742], [0.0536, 5.2337, -4.1967], [-2.1843, -0.7540, -3.1406], [2.9902, -0.7050, 4.1765], [2.8412, 2.7219, -3.5456], [0.6049, 0.9622, 3.7793], [-3.3163, 2.3683, -0.0084], [-3.0067, 1.2674, -4.2785], [0.4975, 4.9706, -1.2198], [1.6856, -2.5539, -0.9851], [1.9230, 6.7130, -1.4771], [0.1365, 5.2431, 3.1906], [2.0170, 0.8228, 5.4681], [-0.9443, 3.7862, 5.0066], [3.3164, 0.0295, 3.4402], [-1.4341, -0.5086, -0.5899], [-2.5582, 0.4867, -4.8929], [-2.0895, -3.6183, -1.3142], [-1.9903, 0.9293, -5.7112], [1.6346, -7.5915, 1.3951], [1.6119, -6.8222, 2.1669], [2.0301, 0.5124, -5.4926], [-2.2052, -5.9172, 0.2364], [0.1420, -2.8984, 2.0339], [1.1526, -2.6929, -3.2921], [-3.3431, -0.0656, -5.4097], [4.2769, 2.2975, 0.0677], [2.6476, -1.6610, 3.7804], [-2.3394, 0.0792, 3.2844], [1.5245, -0.8127, 5.7611], [-0.1368, -3.7392, 2.3965], [1.7657, -0.4039, -4.9647], [0.8136, -1.9598, -0.7119], [-1.0662, -3.2769, -1.4705], [2.2256, 0.5469, 0.8992], [2.5429, -5.7470, 1.6300], [3.8772, -0.8475, 4.7938], [-0.6231, -4.1575, 1.6860], [1.5272, 0.7325, -0.9319], [0.1887, 4.6905, -3.2614], [-0.4929, 4.2940, 1.9668], [2.4440, -4.5782, 2.4347], [2.9482, 2.0871, 2.1082], [-1.8068, -5.1063, 0.5609], [1.4991, 2.4942, 1.2544], [-1.0036, -0.8111, 0.2097], [-0.7645, 3.4362, 3.9901], [-3.6811, 1.9952, 0.9486], [0.1920, -0.6772, 2.6840], [0.7099, 0.0603, 4.0910], [-3.1591, 0.8207, -1.0771], [0.7631, 1.9933, -4.4896]],
  "forces_ev_per_angstrom": [[1.3, 0.7, -1.8], [0.4, 0.8, 0.0], [0.1, -0.7, -1.4], [0.9, -0.3, -0.1], [0.2, 0.1, -0.2], [-0.2, -0.5, -0.6], [-0.5, 0.3, -0.2], [0.0, 0.7, 0.6], [-1.0, 0.0, -1.0], [-1.8, -0.7, -1.3], [-0.1, 0.0, 0.1], [-0.3, 0.6, -0.2], [0.0, -0.4, 0.4], [0.2, 0.7, 2.0], [-0.4, -0.2, -0.3], [1.2, 0.6, 0.6], [-0.2, 0.9, 1.5], [0.1, -0.2, 0.1], [-0.6, 0.1, 0.4], [-0.1, 0.0, -0.4], [-0.8, 0.6, -0.4], [0.0, -0.6, 0.3], [0.0, -0.1, -0.2], [0.0, 0.1, 0.0], [0.6, -0.1, -0.8], [0.0, 0.0, 0.0], [0.2, 0.0, 0.0], [0.3, 0.5, -0.2], [-0.4, -0.9, -0.2], [0.5, 0.4, -0.1], [0.3, 0.1, 0.3], [0.3, 0.6, 0.7], [0.0, -0.4, -0.4], [-0.7, 0.0, -0.1], [0.0, -0.2, 0.4], [-0.8, 0.1, -0.1], [0.7, -0.2, -0.5], [-0.2, 0.0, -0.4], [0.0, -0.4, 0.2], [0.0, -0.1, 0.1], [0.7, -0.5, 0.3], [0.0, 0.1, 0.0], [0.5, 0.4, -0.3], [-1.3, -0.6, -1.1], [0.5, -0.4, 0.2], [-0.6, -0.3, 0.2], [0.1, 0.6, 0.9], [-0.5, 0.0, -0.1], [0.6, -0.1, 0.3], [-0.1, -0.1, -0.1], [0.9, -0.2, 0.2], [0.6, 1.5, -0.8], [-0.3, 0.0, 0.1], [-1.0, -1.1, -1.1], [-0.5, -0.1, -0.3], [-0.3, 0.2, 0.2], [0.3, 0.2, -0.3], [1.1, -0.9, 0.3], [0.3, 0.0, 0.1], [0.4, 0.2, -0.1], [0.3, -0.2, -0.1], [-0.7, 0.0, 0.0], [-0.1, 0.6, 0.8], [0.5, 0.0, 1.0], [0.4, 0.6, 0.4], [0.5, -0.2, 0.8], [0.0, 0.0, -0.1], [0.5, 0.0, 0.4], [0.5, -0.2, 0.1], [0.2, 0.2, -0.1], [-0.1, 0.2, 0.6], [0.3, 0.1, -0.1], [-0.4, -0.1, 0.0], [-0.3, -0.3, -0.5], [-1.1, -0.1, -0.2], [0.0, -0.4, -0.6], [-1.9, 0.2, 0.1], [0.2, 0.2, 0.1], [-0.7, -0.2, -0.4], [0.9, -1.1, -1.1], [0.7, 0.8, -0.5], [0.1, 0.0, 0.0], [0.1, 0.9, -0.1], [-0.1, -0.1, -1.3], [-0.2, -0.2, 0.3], [0.1, -0.4, 0.1], [0.4, 0.1, -0.4], [-0.1, 0.3, 0.2], [-0.2, -0.1, -0.1], [0.1, -0.2, 0.5], [-0.5, 0.2, 0.0], [0.2, 0.6, -0.7], [-0.1, 0.1, 0.7], [0.0, 0.6, -0.1], [-0.3, 1.1, 1.0], [-0.1, -0.3, 0.3], [-0.3, -0.6, -0.2], [0.2, -0.2, 0.4], [-0.4, 0.5, 0.7], [-0.4, -0.6, 0.0], [1.4, 0.0, 0.1], [0.1, -0.2, 0.1], [0.2, -0.7, 0.8], [-0.4, -0.8, 0.0], [0.2, 0.0, 0.7], [0.4, 0.5, -1.0], [0.2, 0.0, 0.4], [0.1, 0.0, 0.8], [-0.5, -0.7, 0.4], [0.1, -0.5, -0.1], [-0.5, -0.6, -0.1]],
  "relative_energy_kj_mol": 0.0,
  "e_homo_ev": -9.2,
  "gap_ev": 9.266,
  "total_charge": 0,
  "lumo_energy_ev": 0.0
}

=====

No. 2
{
  "formula": "C22H7Br4F5O2PdS",
  "method": "ωB97M-V with the def2-TZVPD basis set",
  "symbols": ["F", "H", "C", "C", "Br", "F", "F", "C", "H", "C", "S", "C", "Br", "H", "C", "O", "C", "O", "C", "C", "C", "H", "H", "C", "Pd", "C", "F", "C", "C", "C", "Br", "C", "H", "H", "C", "F", "Br", "C", "C", "C", "C", "C"],
  "positions_angstrom": [[-4.7810, -3.0322, -1.5690], [5.3856, 1.7933, 1.3696], [-2.4592, 4.3959, -0.0614], [3.5843, 2.3157, 2.3827], [-1.5928, 6.1612, -2.1456], [-0.6490, -5.6169, 0.7952], [-2.6903, -1.6218, -0.7440], [-1.6481, -4.9289, 0.2165], [4.3921, -1.3888, -2.0058], [-2.7408, -5.6608, -0.2011], [-0.1204, -2.7165, 0.6407], [-2.5105, 3.1640, 0.6125], [0.1328, 3.4983, -3.2096], [4.0715, 3.0201, 3.0479], [-1.8135, 2.0237, 0.1799], [-0.3866, 1.1100, -1.4877], [4.4433, 0.0178, -0.4141], [-1.8181, 0.9005, 0.7862], [-1.5438, -3.5405, 0.0647], [4.3143, 1.6368, 1.4514], [-0.9626, 3.3961, -1.6575], [0.4865, 1.0966, 1.6847], [1.6093, 2.6671, 3.2028], [-2.6489, -2.9444, -0.5504], [-0.2471, -0.5183, -0.1951], [-3.8075, -5.0296, -0.8105], [-2.7755, -6.9955, -0.0208], [2.4205, -1.0596, -1.1806], [-1.0127, 2.1541, -1.0302], [3.8165, -0.8488, -1.2609], [-3.5429, 2.9345, 2.1906], [3.6935, 0.7212, 0.5618], [5.5138, 0.1857, -0.4761], [1.9518, -1.7554, -1.8636], [-1.6854, 4.5158, -1.1983], [-4.8786, -5.7342, -1.2246], [-3.4478, 5.8798, 0.5958], [1.6579, -0.4011, -0.2513], [2.1879, 2.1145, 2.4725], [1.5608, 1.2390, 1.6330], [-3.7515, -3.6609, -0.9817], [2.2922, 0.5127, 0.6514]],
  "forces_ev_per_angstrom": [[0.0, 0.0, 0.0], [0.0, 0.0, 0.0], [0.1, -0.1, 0.0], [-0.1, 0.0, 0.0], [0.0, 0.0, 0.0], [0.0, 0.0, 0.0], [0.0, 0.0, 0.0], [0.0, 0.0, 0.0], [0.0, 0.0, 0.0], [0.0, 0.0, 0.0], [0.1, 0.2, 0.0], [0.0, 0.0, 0.0], [0.0, 0.0, 0.0], [0.0, 0.0, 0.0], [0.1, -0.1, 0.0], [0.1, 0.2, 0.3], [0.0, 0.0, 0.0], [-0.3, 0.0, 0.1], [0.1, 0.0, 0.1], [0.0, 0.0, 0.0], [0.0, 0.0, 0.0], [0.0, 0.0, 0.0], [0.0, 0.0, 0.0], [-0.1, 0.1, 0.0], [-0.7, -0.1, -0.1], [0.0, 0.0, 0.0], [0.0, 0.0, 0.0], [0.2, 0.0, 0.1], [0.0, 0.1, -0.1], [-0.1, 0.0, 0.0], [0.0, 0.0, 0.0], [0.0, 0.0, 0.0], [0.0, 0.0, 0.0], [0.0, 0.0, 0.0], [0.0, 0.0, 0.0], [0.0, 0.0, 0.0], [0.0, 0.0, 0.0], [0.4, -0.2, -0.2], [0.0, 0.0, 0.0], [0.0, 0.0, -0.1], [0.0, 0.0, 0.0], [0.1, 0.0, 0.0]],
  "e_homo_ev": -1.3,
  "gap_ev": 5.586,
  "total_charge": -2,
  "lumo_energy_ev": 4.3
}

=====

No. 3
{
  "formula": "C22H8Br2Cl5N2NiOS2",
  "method": "ωB97M-V with the def2-TZVPD basis set",
  "symbols": ["C", "C", "C", "C", "C", "S", "Ni", "C", "C", "Cl", "C", "Cl", "C", "C", "H", "H", "N", "N", "Cl", "C", "C", "C", "C", "H", "S", "C", "H", "O", "C", "H", "C", "C", "Br", "Cl", "H", "Cl", "Br", "C", "H", "C", "H", "C", "C"],
  "positions_angstrom": [[-0.8120, -2.6078, -0.9151], [-0.5789, 1.7034, 3.6691], [3.0744, 0.2362, -2.9360], [0.6456, 2.3031, 1.2788], [-1.1942, 1.2485, 4.8594], [4.3125, 0.0647, -1.7195], [0.8230, -0.8513, 0.4901], [-0.8099, -1.2757, -0.4791], [-1.8831, -3.2065, -1.5670], [-1.8160, -4.8499, -2.0829], [-1.9650, -0.5626, -0.7439], [-2.0471, 1.1142, -0.2744], [-0.2965, -0.6987, 2.9609], [0.2573, 3.3540, 2.1330], [-0.6707, 3.8360, 3.9944], [-0.0848, 0.4667, -5.1059], [1.8607, -0.2177, -1.0014], [0.4405, 1.0512, 1.5834], [0.6241, -3.5227, -0.6172], [-0.9139, -1.0418, 4.1586], [2.0577, 0.5997, -5.0608], [-0.1459, 0.7293, 2.7441], [-0.3549, 3.0534, 3.3176], [-0.3012, -0.0293, -2.6829], [3.3152, -0.7149, 1.0814], [0.6674, 0.1222, -3.1394], [1.1259, 2.4983, 0.3235], [0.1280, -1.5636, 2.0910], [3.0800, -0.2737, -0.5192], [0.4429, 4.3809, 1.8446], [3.2045, 0.5211, -4.2874], [-1.3529, -0.0876, 5.0875], [-1.8117, 2.4906, 6.1623], [-4.3809, -3.1501, -2.6106], [2.1393, 0.8162, -6.1180], [-4.4850, -0.1782, -1.6963], [-1.1696, -2.8764, 4.5478], [0.8011, 0.4010, -4.4874], [-1.8254, -0.4285, 5.9985], [-3.0690, -1.1181, -1.3922], [4.1805, 0.6751, -4.7289], [1.8150, 0.0347, -2.3568], [-3.0269, -2.4457, -1.8039]],
  "forces_ev_per_angstrom": [[-0.1, 0.3, 0.0], [0.0, 0.0, 0.0], [0.0, 0.0, 0.0], [0.0, 0.1, 0.1], [0.0, 0.0, 0.0], [0.0, 0.0, -0.1], [0.0, 0.4, -0.2], [0.3, -0.8, 0.0], [0.0, 0.1, 0.1], [0.0, 0.0, 0.0], [0.1, 0.1, 0.1], [-0.1, 0.0, -0.1], [0.1, -0.3, -0.2], [0.0, 0.0, -0.1], [0.0, 0.0, 0.0], [0.0, 0.0, 0.0], [-0.3, -0.3, -0.1], [0.4, 0.5, -0.1], [0.1, -0.4, -0.1], [0.0, -0.1, 0.0], [0.0, 0.0, 0.0], [-0.1, -0.3, 0.1], [0.0, 0.0, 0.0], [0.0, 0.0, 0.0], [-0.2, -0.1, 0.3], [0.0, 0.0, 0.0], [0.0, 0.0, 0.0], [-0.4, 0.5, 0.4], [0.3, 0.0, -0.1], [0.0, 0.0, 0.0], [0.0, 0.0, 0.0], [0.0, -0.1, 0.0], [0.0, 0.0, 0.0], [0.0, 0.0, 0.0], [0.0, 0.0, 0.0], [0.0, 0.0, 0.0], [0.0, 0.0, 0.0], [0.0, 0.0, 0.0], [0.0, 0.0, 0.0], [0.0, -0.1, 0.0], [0.0, 0.0, 0.0], [-0.1, 0.1, 0.0], [0.0, 0.0, 0.0]],
  "relative_energy_kj_mol": 14.2,
  "e_homo_ev": [-4.9, -4.9],
  "gap_ev": [7.335, 7.333],
  "total_charge": -1,
  "lumo_energy_ev": [2.4, 2.4]
}

=====

No. 4
{
  "formula": "C23H10Br2Cl6N2O2Yb",
  "method": "ωB97M-V with the def2-TZVPD basis set",
  "symbols": ["C", "C", "H", "N", "C", "H", "C", "Cl", "C", "H", "N", "C", "Cl", "C", "H", "C", "C", "H", "O", "C", "H", "Cl", "H", "C", "C", "Cl", "C", "C", "Cl", "C", "C", "C", "Cl", "Br", "Br", "C", "C", "H", "H", "C", "C", "O", "C", "Yb", "H", "C"],
  "positions_angstrom": [[0.8642, -0.7831, -2.9800], [-1.3449, 2.8517, 1.6908], [3.1168, -2.4091, 0.1619], [-0.2576, -0.4524, -2.3275], [-0.0637, 2.0477, 4.0272], [-1.8265, -3.9207, 2.1536], [-4.9894, -0.1469, -2.0242], [0.7325, 1.5153, 5.4472], [-0.0292, 1.3121, 2.8481], [-2.3733, -2.5514, -3.8955], [-2.5181, -0.0867, -0.8080], [-1.3959, -1.0548, -2.7074], [-0.8873, 4.1958, 5.4194], [-1.4272, 3.6566, 2.8252], [-3.4450, 0.7618, 0.8233], [-0.7593, -3.9940, 2.0038], [-0.2710, -2.3742, -4.3313], [3.0698, -4.2810, 1.4455], [-0.8209, -2.0429, 0.6837], [-3.5975, 0.3707, -0.1745], [-3.9513, -0.9918, -3.7079], [-2.1206, 3.3857, 0.2164], [-0.5403, -5.7797, 3.1457], [2.0560, -2.1750, 0.3126], [-1.4455, -2.0482, -3.6713], [-2.2909, 5.1380, 2.8086], [1.3464, -5.1441, 2.3509], [-0.6537, 1.6519, 1.6737], [0.9242, -0.2005, 2.7978], [-0.7881, 3.2398, 4.0011], [2.0027, -4.2053, 1.6062], [0.9045, -1.7103, -4.0041], [2.1932, -6.4774, 3.0529], [-6.6587, -0.1778, -2.8628], [-0.2723, -3.6902, -5.6550], [1.2860, -3.1182, 1.0472], [-0.1199, -3.0127, 1.2290], [1.7711, -0.2866, -2.6609], [1.8329, -1.9233, -4.5117], [-3.8699, -0.6230, -2.6969], [-0.0379, -5.0282, 2.5509], [1.6445, -1.1021, -0.1793], [-2.6491, -0.5814, -2.0470], [-0.2948, -0.1298, 0.1417], [-5.7095, 0.7385, -0.1943], [-4.8606, 0.3556, -0.7401]],
  "forces_ev_per_angstrom": [[0.0, 0.0, -0.1], [-0.1, 0.2, 0.1], [0.0, 0.0, 0.0], [0.0, -0.2, 0.2], [0.0, -0.1, -0.2], [0.0, 0.0, 0.0], [0.1, 0.0, 0.0], [0.0, 0.0, 0.0], [0.2, -0.1, 0.3], [0.0, 0.0, 0.0], [0.3, 0.1, 0.0], [-0.4, 0.1, 0.0], [0.0, 0.0, 0.0], [0.0, -0.1, 0.0], [0.0, 0.0, 0.0], [0.2, -0.1, 0.0], [0.1, 0.1, 0.0], [0.0, 0.0, 0.0], [0.1, -0.5, 0.4], [-0.1, -0.1, 0.0], [0.0, 0.0, 0.0], [0.1, -0.1, 0.1], [0.0, 0.0, 0.0], [-0.1, 0.0, 0.0], [0.2, 0.2, 0.0], [0.0, 0.0, 0.0], [0.1, 0.1, -0.1], [0.0, 0.0, -0.3], [-0.2, 0.2, 0.1], [0.0, 0.0, 0.1], [-0.2, -0.1, 0.1], [-0.1, 0.0, 0.1], [0.0, 0.0, 0.0], [0.0, 0.0, 0.0], [0.0, -0.1, 0.0], [0.3, -0.1, 0.0], [-0.2, 0.2, -0.1], [0.0, 0.0, 0.0], [0.0, 0.0, 0.0], [0.0, 0.0, 0.1], [-0.1, 0.0, 0.0], [0.3, 0.0, 0.0], [0.0, -0.1, 0.0], [-0.4, 0.4, -0.6], [0.0, 0.0, 0.0], [0.1, 0.0, 0.0]],
  "relative_energy_kj_mol": 21.0,
  "e_homo_ev": [-11.4, -11.4],
  "spin_multiplicity": 2,
  "gap_ev": [7.552, 7.556],
  "total_charge": 1,
  "lumo_energy_ev": [-3.8, -3.8]
}